Record 1
This record from the Open Molecules 2025 dataset describes a cluster of 13 separate species, C13H52O13 in total. The level of theory is wB97M-V/def2-TZVPD.

XYZ file:
```
78
C13H52O13 (wB97M-V/def2-TZVPD)
H 0.38 -0.84 5.34
O -3.54 -0.82 -1.43
H 0.34 0.60 3.75
H -1.76 1.70 -0.80
H 0.53 0.94 -1.34
H -0.69 -2.68 4.07
H -0.65 -2.64 1.62
O 2.61 0.20 -2.09
H -5.28 0.08 -1.96
H -1.00 2.21 2.68
H -2.34 1.65 1.69
H 1.61 0.89 4.92
H -2.27 3.94 -1.01
H -4.67 -2.30 2.55
C -4.44 -0.40 -2.45
H 0.65 -3.45 2.46
H 0.88 -0.49 -6.17
H -0.74 -4.35 1.73
H 2.00 0.22 3.34
H -1.26 2.89 1.08
H 3.37 -4.95 -0.67
H 3.37 0.52 -1.60
H 1.86 1.81 1.42
O 2.55 -4.92 -1.17
C 2.26 2.79 1.67
O -0.24 0.82 -0.78
C -1.76 2.52 1.97
H 0.71 0.00 0.89
C 0.93 3.51 -2.30
H -3.89 0.32 -3.06
O 1.02 -1.03 4.65
H -3.00 -2.01 2.08
C -0.04 -0.26 0.15
O 1.57 4.75 -2.24
H 3.51 -0.45 -3.71
H 1.37 -3.80 0.00
H -1.81 3.32 -2.53
H 0.58 -5.33 -0.36
H -3.53 3.42 -2.15
H 2.98 2.94 0.86
O 4.26 -1.80 2.51
H -0.99 -0.38 0.67
H 2.50 4.51 -2.27
C 3.25 -1.97 1.57
H -3.56 3.23 1.98
H -3.99 -0.63 0.45
O -2.76 3.38 2.50
H 0.33 3.42 -3.20
H 0.33 -1.19 -0.29
H 2.24 -1.60 -2.96
C 1.26 0.20 4.15
O 0.37 0.31 -6.07
H 2.89 2.65 2.55
H -4.67 -1.24 -3.10
C -2.55 3.17 -1.74
H 3.82 -1.24 -2.16
C 1.54 -4.86 -0.15
H 1.60 4.57 2.00
O 1.26 3.71 1.73
C -4.02 -2.01 1.72
O -1.10 -3.31 3.48
H 1.91 -5.23 0.81
H 0.04 3.59 -1.67
H 4.30 -2.54 3.13
H -0.65 1.31 -4.59
H 1.10 1.30 -4.34
H 0.07 -0.15 -4.09
C 0.26 0.72 -4.72
H -3.07 -0.01 -1.23
H 1.59 2.67 -2.09
H 3.56 -2.34 0.59
O -2.63 1.88 -1.15
C 3.04 -0.88 -2.82
H -4.02 -2.68 0.85
O -4.36 -0.77 1.33
H 2.40 -2.60 1.82
C -0.43 -3.47 2.29
H 2.69 -1.05 1.43
```

Properties
HOMO level = -9.28 eV
frontier orbital gap = 9.2921 eV
relative energy (zero: lowest compared OMol25 entry of this formula, charge and spin) = 3.8195 eV

Atomic partial charges in e from the Löwdin method, atoms 1 to 2: atom 1 (H): 0.096, atom 2 (O): -0.149

---

Record 2
This record from the Open Molecules 2025 dataset describes a structure of composition C13H5Br2CdF7N2O4S2. The level of theory is wB97M-V/def2-TZVPD.

XYZ file:
```
36
C13H5Br2CdF7N2O4S2 (wB97M-V/def2-TZVPD)
N -2.00 -0.25 2.26
F 3.60 0.97 2.29
C -2.23 -3.40 -1.97
S -3.59 -4.07 -2.12
H -0.77 0.95 -4.83
C -1.62 -1.59 0.29
F 2.06 3.07 2.51
F 2.25 -0.57 3.75
C 1.79 2.25 1.52
C 0.15 0.34 -0.77
O 0.85 1.21 -1.24
C -0.37 0.83 -3.83
O -0.48 3.16 0.42
H -2.44 0.67 2.38
C 0.69 -1.16 -2.70
C 1.52 0.24 3.03
F 2.40 0.01 0.82
O -0.64 2.34 2.62
O -2.38 -2.39 0.78
H -1.19 0.71 -3.13
F 2.34 2.76 0.44
C 0.54 -0.34 -3.78
C -1.34 -0.32 1.03
H 0.20 1.71 -3.56
H -2.76 -0.93 2.30
N -1.07 -3.10 -1.63
F 1.02 1.13 3.83
F 0.46 -0.56 2.52
Br 1.52 -0.65 -5.33
C -0.50 0.60 0.55
C 2.36 0.85 1.85
Br 1.90 -2.59 -2.73
Cd -1.25 -1.20 3.59
S -0.07 2.15 1.33
C -0.06 -0.96 -1.48
C -0.91 -1.88 -0.99
```

Properties
HOMO level = -13.81 eV
frontier orbital gap = 2.0850 eV
net charge = +2

Atomic partial charges in e from the Löwdin method, atoms 1 to 2: atom 1 (N): -0.100, atom 2 (F): 0.235

---

Record 3
This record from the Open Molecules 2025 dataset describes a cluster of 2 separate species, C13H5Cl6N2O5 in total. The level of theory is wB97M-V/def2-TZVPD.

XYZ file:
```
31
C13H5Cl6N2O5 (wB97M-V/def2-TZVPD)
C -0.16 -1.80 1.95
C -1.04 -0.73 2.03
O -2.92 1.29 2.09
C 1.30 -1.59 1.71
C 2.46 2.58 -2.32
H -2.45 -4.35 1.68
C 1.26 0.92 -3.66
N -3.36 0.12 2.00
C -2.95 -2.27 1.90
C 0.45 3.27 -3.56
H 0.03 -3.92 1.67
Cl 1.39 5.01 -1.67
Cl -0.77 4.45 -3.87
O -4.58 -0.13 1.91
C -2.44 -0.97 2.00
H -0.70 0.29 2.13
H 1.91 -2.49 1.83
O 1.38 0.44 2.98
C -0.68 -3.11 1.81
C 0.30 1.98 -4.04
Cl 3.70 0.19 -2.76
C 2.54 1.42 -3.09
O 3.20 -0.81 2.86
C -2.06 -3.33 1.79
H -4.03 -2.42 1.85
Cl 1.52 -0.97 0.11
Cl -1.16 1.45 -4.76
N 2.01 -0.55 2.61
O 0.96 -0.27 -3.64
C 1.48 3.56 -2.61
Cl 3.42 2.72 -0.90
```

Properties
HOMO level = -3.76 eV
frontier orbital gap = 4.4638 eV
net charge = -1

Atomic partial charges in e from the Löwdin method, atoms 1 to 2: atom 1 (C): -0.239, atom 2 (C): 0.056

---

Record 4
This record from the Open Molecules 2025 dataset describes a structure of composition C13H5F5NO4RuS. The level of theory is wB97M-V/def2-TZVPD.

XYZ file:
```
30
C13H5F5NO4RuS (wB97M-V/def2-TZVPD)
C -0.61 5.07 2.32
O 1.98 -1.32 0.28
C 0.80 -4.14 -1.75
C 0.68 4.93 2.88
H -0.54 -5.27 -2.98
H -3.71 -0.20 -1.90
C 1.43 3.78 2.65
C 2.11 -2.49 -0.26
C -0.38 -4.35 -2.43
F 1.17 5.90 3.61
C -2.02 -1.05 -1.52
C -0.38 2.90 1.31
C -1.17 -2.21 -1.71
H 3.30 -4.01 -0.46
F 2.63 3.66 3.17
Ru 0.31 -0.37 -0.04
C -1.39 -3.38 -2.42
C -1.15 4.03 1.52
O -1.55 -0.11 -0.81
F -1.31 6.14 2.53
O -3.19 -1.01 -2.07
C 0.91 2.73 1.85
S 1.78 1.28 1.53
H -2.32 -3.52 -2.95
F -2.35 4.13 0.99
N 0.00 -2.01 -1.04
F -0.84 1.88 0.56
C 1.00 -2.95 -1.04
H 1.57 -4.90 -1.77
O 3.23 -3.13 -0.05
```

Properties
HOMO level (spin up / spin down) = -14.26 / -15.34 eV
<S²> = 8.7892
multiplicity = 6
frontier orbital gap (spin up / spin down) = 5.4408 / 6.0089 eV
relative energy (zero: lowest compared OMol25 entry of this formula, charge and spin) = 1.9704 eV
net charge = +2

Atomic partial charges in e from the Löwdin method, atoms 1 to 2: atom 1 (C): -0.078, atom 2 (O): -0.190

---

Record 5
This record from the Open Molecules 2025 dataset describes a structure of composition C13H6AuCl5O5S. The level of theory is wB97M-V/def2-TZVPD.

XYZ file:
```
31
C13H6AuCl5O5S (wB97M-V/def2-TZVPD)
Cl 3.15 -1.80 -0.38
O -1.61 -0.03 4.91
H 0.54 -5.13 0.50
C 0.70 -4.22 -0.08
C 1.99 0.61 -0.32
Cl 5.86 -0.37 -0.03
C 3.18 -0.10 -0.27
Cl 5.94 2.74 0.26
S -0.25 -2.88 0.70
O -4.75 0.23 1.37
Au 0.13 -0.11 -0.09
C 3.27 2.67 -0.11
C -2.33 0.03 1.44
Cl 0.58 2.84 -0.31
C -3.70 0.11 1.96
H -2.31 -4.08 0.93
H 1.75 -3.94 -0.04
C -1.36 0.20 2.50
H -1.88 -3.86 -0.78
C 4.45 1.94 -0.02
C -3.56 0.10 3.49
O -2.02 -0.27 0.26
C 2.07 1.99 -0.25
C 4.41 0.55 -0.12
Cl 3.30 4.38 0.00
O -4.46 0.03 4.28
C -1.93 -3.39 0.19
H -2.54 -2.50 0.15
C -2.07 0.13 3.81
H 0.38 -4.36 -1.10
O -0.16 0.36 2.31
```

Properties
HOMO level = -8.40 eV
frontier orbital gap = 3.9618 eV
relative energy (zero: lowest compared OMol25 entry of this formula, charge and spin) = 2.4244 eV

Atomic partial charges in e from the Löwdin method, atoms 1 to 2: atom 1 (Cl): 0.704, atom 2 (O): 0.211

---

Record 6
This record from the Open Molecules 2025 dataset describes a structure of composition C13H7AlBrNO6S. The level of theory is wB97M-V/def2-TZVPD.

XYZ file:
```
30
C13H7AlBrNO6S (wB97M-V/def2-TZVPD)
O 0.01 2.18 -3.65
H -5.12 2.02 -0.49
C 2.04 -0.73 1.98
C -4.13 1.90 -0.90
N 1.55 -1.40 0.93
O 2.58 1.48 2.63
Br 0.72 -3.58 -0.52
O 0.73 0.82 -2.06
O 2.66 -0.91 -1.36
H -3.60 0.33 0.45
C -2.42 2.52 -2.49
C -3.28 0.96 -0.37
C 2.39 -1.35 3.15
H 2.79 -0.76 3.96
H -4.37 3.42 -2.40
C -1.96 0.80 -0.88
C 1.71 -3.43 2.15
Al 1.31 -0.06 -0.68
C 2.22 -2.73 3.23
C 2.16 0.77 1.75
H 1.57 -4.49 2.17
C -0.17 1.55 -2.64
H -2.08 3.12 -3.33
C -1.53 1.61 -1.97
O 1.76 1.13 0.57
S -1.07 -0.42 -0.09
O 3.36 -1.47 -2.31
C -3.70 2.68 -1.97
C 1.39 -2.71 1.01
H 2.48 -3.26 4.14
```

Properties
HOMO level (spin up / spin down) = -8.25 / -8.79 eV
frontier orbital gap (spin up / spin down) = 7.5902 / 5.2406 eV
relative energy (zero: lowest compared OMol25 entry of this formula, charge and spin) = 0.2762 eV

Atomic partial charges in e from the Löwdin method, atoms 1 to 2: atom 1 (O): 0.122, atom 2 (H): 0.112

---

| no. | E (Eh) |
| --- | --- |
| 1 | -1504.30418 |
| 2 | -7719.12206 |
| 3 | -3745.12471 |
| 4 | -1845.77827 |
| 5 | -3709.87302 |
| 6 | -4220.49147 |